Entry 1:
{
  "formula": "C21H20FMnN3O9S4",
  "method": "ωB97M-V with the def2-TZVPD basis set",
  "homo_lumo_gap_ev": [6.5, 8.0],
  "spin_multiplicity": 5,
  "charge": -1,
  "molar_mass_g_mol": 660.607,
  "s_squared": 6.067,
  "species": ["Mn", "C", "O", "C", "O", "N", "N", "H", "H", "H", "H", "H", "H", "F", "O", "C", "N", "S", "O", "O", "C", "C", "C", "C", "C", "C", "H", "H", "H", "H", "O", "S", "C", "C", "C", "C", "C", "C", "C", "C", "C", "C", "C", "C", "H", "H", "H", "H", "H", "H", "H", "H", "H", "H", "O", "S", "O", "O", "S"],
  "coordinates": [[-1.887664, 0.842985, 0.518592], [-3.175270, 4.726533, -2.573826], [-3.598834, 3.582473, -1.837254], [-2.856491, 2.477530, -1.861481], [-3.153274, 1.563885, -1.100157], [-1.883059, 2.393881, -2.791958], [-1.029583, 1.267789, -2.827030], [-3.931081, 5.484371, -2.400720], [-3.113899, 4.507373, -3.641186], [-2.215553, 5.087561, -2.197075], [-1.416409, 3.235627, -3.076499], [-1.586882, 0.461534, -2.563002], [-0.329061, 1.385690, -2.095243], [-1.742311, -0.715961, -0.350881], [-2.140507, -0.099656, 2.547909], [-0.957562, 0.244918, 2.778441], [-0.119856, 0.471421, 1.761377], [1.420542, 0.769698, 2.328987], [2.167794, -0.463742, 2.214944], [2.028151, 1.947417, 1.809443], [0.929949, 0.875808, 4.034599], [1.659245, 1.235138, 5.143195], [1.015141, 1.185158, 6.376085], [-0.311072, 0.773282, 6.476304], [-1.026890, 0.408632, 5.342153], [-0.382768, 0.465930, 4.124683], [2.690390, 1.555458, 5.057856], [1.553017, 1.485827, 7.265904], [-0.791824, 0.751377, 7.446445], [-2.063364, 0.100474, 5.394008], [2.422259, -0.012994, -1.406640], [1.198860, -0.819839, -1.150459], [0.702154, -1.481626, -2.767663], [1.623300, -1.417678, -3.797453], [1.282516, -1.922779, -5.044290], [0.022113, -2.472259, -5.254023], [-0.904425, -2.499964, -4.219206], [-0.569341, -1.998547, -2.968933], [1.772690, -2.421652, -0.528553], [0.890655, -3.461476, -0.271136], [1.387353, -4.663571, 0.204948], [2.751493, -4.813386, 0.434163], [3.615888, -3.752371, 0.202549], [3.124926, -2.544387, -0.276893], [2.589151, -0.962424, -3.604829], [2.000500, -1.885733, -5.855071], [-0.240223, -2.870959, -6.226287], [-1.895842, -2.902879, -4.389257], [-1.294902, -1.993626, -2.160797], [-0.173672, -3.327807, -0.427651], [0.711256, -5.486598, 0.401923], [3.134036, -5.753445, 0.812414], [4.673811, -3.862404, 0.406347], [3.768622, -1.690454, -0.451788], [-2.358276, 2.381880, 1.409788], [-1.262614, 3.484143, 1.555202], [-1.917673, 4.769020, 1.575975], [-0.447995, 3.223184, 2.712435], [-0.357622, 3.152244, -0.219420]],
  "forces_ev_per_a": [[0.4, 0.6, -0.1], [0.1, 0.0, 0.0], [0.0, -0.1, 0.0], [0.2, 0.6, 0.1], [-0.1, -0.7, 0.3], [-0.1, -0.4, -0.1], [0.0, 0.2, -0.1], [0.0, 0.0, 0.0], [0.0, 0.0, 0.0], [0.0, 0.0, 0.0], [-0.1, 0.1, -0.1], [0.0, 0.0, 0.0], [0.0, 0.0, 0.1], [-0.1, -0.1, -0.2], [0.0, 0.4, -0.3], [0.1, -0.5, -0.3], [0.0, 0.1, 0.6], [0.1, -0.7, -0.3], [-0.1, 0.2, 0.0], [-0.1, 0.1, 0.1], [-0.1, 0.1, -0.1], [0.2, 0.0, 0.1], [0.0, 0.0, -0.1], [0.0, 0.0, 0.0], [-0.1, -0.1, 0.1], [-0.1, 0.1, 0.0], [-0.1, 0.0, 0.0], [0.0, 0.0, 0.0], [0.0, 0.0, 0.0], [0.0, 0.0, 0.0], [-0.1, -0.1, 0.0], [0.2, 0.0, -0.1], [0.0, 0.0, 0.1], [0.1, 0.0, -0.1], [-0.1, 0.0, 0.0], [0.1, 0.0, 0.0], [0.0, 0.0, -0.1], [-0.1, -0.1, 0.1], [0.0, 0.1, 0.1], [-0.1, 0.1, 0.0], [0.1, 0.0, 0.0], [0.0, 0.1, 0.0], [-0.1, -0.1, 0.0], [0.1, 0.0, 0.0], [-0.1, 0.0, 0.0], [0.0, 0.0, 0.0], [0.0, 0.0, 0.0], [0.0, 0.0, 0.0], [0.1, 0.0, 0.0], [0.0, 0.0, 0.0], [0.0, 0.0, 0.0], [0.0, 0.0, 0.0], [0.0, 0.0, 0.0], [0.0, 0.0, 0.0], [-0.3, -0.1, 0.7], [-0.2, 0.8, -0.5], [-0.1, -0.1, -0.2], [0.0, -0.3, 0.0], [0.2, -0.2, 0.3]]
}

---

Entry 2:
{
  "formula": "C21H20FN3O2S2",
  "method": "ωB97M-V with the def2-TZVPD basis set",
  "homo_lumo_gap_ev": 8.5,
  "de_lowest_kcal_mol": 60.9,
  "molar_mass_g_mol": 429.542,
  "species": ["O", "O", "F", "N", "N", "S", "C", "C", "C", "C", "C", "C", "C", "C", "C", "C", "C", "C", "C", "C", "C", "C", "N", "C", "C", "C", "C", "C", "S", "H", "H", "H", "H", "H", "H", "H", "H", "H", "H", "H", "H", "H", "H", "H", "H", "H", "H", "H", "H"],
  "coordinates": [[3.382733, 5.029693, -1.457496], [5.130440, 3.550072, -0.562499], [-0.886996, -2.680243, 2.638239], [-5.281600, -1.025539, 4.009944], [-3.301667, -0.780911, 5.276428], [2.242413, -0.704703, -0.554274], [-4.578332, -0.839386, 5.119048], [-4.636975, -1.132932, 2.848298], [-2.616737, -0.938117, 4.111446], [1.525566, -2.002624, -4.296373], [0.122204, -1.960437, -4.484714], [2.126736, -1.747561, -3.059610], [-2.076048, -0.442183, -0.824963], [-0.613355, -1.932334, 0.338587], [-2.796921, -0.248578, 0.411681], [-0.669533, -1.722827, -3.272426], [-1.303079, -1.853051, 1.583226], [1.319496, -1.321490, -1.980693], [-3.264727, -0.914116, 2.814052], [-0.920892, -1.182682, -0.815216], [-2.470988, -1.038794, 1.599016], [-0.091721, -1.295765, -2.078227], [-5.231752, -0.883529, 6.367978], [3.343673, 1.069242, -2.081905], [2.727157, 1.764530, 0.431113], [2.256945, 1.040107, -0.891862], [3.535797, 2.538446, -2.527270], [2.745882, 3.173666, 0.210790], [3.810297, 3.670831, -1.191099], [-5.236134, -1.416864, 1.980677], [-1.562853, -0.771322, 4.129587], [2.314224, -2.148607, -5.043597], [-0.425107, -2.265809, -5.393382], [3.186534, -1.948311, -2.898586], [-2.339050, 0.173595, -1.711962], [0.233632, -2.639732, 0.416704], [-3.535896, 0.591009, 0.278188], [-1.734344, -1.664903, -3.334614], [-6.144182, -0.547491, 6.333890], [-4.582999, -0.764518, 7.175110], [4.280811, 0.610874, -1.761613], [2.933531, 0.660232, -2.989759], [3.701686, 1.249688, 0.664277], [1.975039, 1.603499, 1.207004], [1.320116, 1.421347, -1.254175], [4.504919, 2.594868, -3.146020], [2.772504, 2.889788, -3.289705], [3.032077, 3.742961, 1.102800], [1.777477, 3.440914, -0.146044]],
  "forces_ev_per_a": [[0.0, -0.6, -1.2], [-0.5, -0.8, -1.7], [-0.9, 1.6, -1.7], [-0.7, -0.3, -0.5], [4.0, -0.7, -2.5], [-1.3, -1.5, 0.8], [-2.5, -0.8, 2.3], [0.0, 0.7, 1.1], [-2.1, 2.2, -0.7], [0.1, 0.1, -0.3], [-0.3, -0.2, 2.6], [-1.8, 0.1, 0.7], [-0.9, 1.5, 1.9], [0.7, -0.7, 2.0], [1.0, -0.9, -1.2], [1.6, 0.9, -2.1], [-0.4, 0.1, -2.5], [1.1, 0.1, -0.3], [0.8, -1.5, 1.9], [0.3, -0.9, -0.3], [0.4, 1.2, -1.0], [0.8, -1.4, 0.9], [2.2, -0.3, -1.0], [-1.3, 2.8, 1.3], [0.1, -3.9, -0.9], [2.4, -0.5, -0.8], [1.7, 0.1, -2.3], [0.6, 1.8, -1.5], [0.8, 2.1, 4.0], [0.2, 0.3, 0.1], [0.6, -0.4, 0.3], [-1.0, -0.4, -0.4], [0.7, 0.4, 0.4], [-0.3, 0.5, -0.2], [0.1, -0.5, 0.8], [-0.4, 0.6, -0.6], [0.4, -1.4, 1.2], [-0.6, -0.4, -0.1], [-1.6, 0.5, 0.6], [-1.3, 0.2, -1.1], [-0.2, 0.0, -0.1], [-0.1, -0.9, 0.1], [-0.8, 0.9, 0.3], [0.2, -0.7, 0.1], [-0.6, 0.1, -0.1], [-1.1, 0.1, 1.0], [0.5, -0.1, 1.5], [0.2, 0.2, -0.6], [-1.0, 0.7, 0.1]]
}

---

Entry 3:
{
  "formula": "C21H20IrN3O6S2",
  "method": "ωB97M-V with the def2-TZVPD basis set",
  "homo_lumo_gap_ev": [7.4, 5.1],
  "spin_multiplicity": 6,
  "de_lowest_kcal_mol": 7.2,
  "charge": 1,
  "molar_mass_g_mol": 666.757,
  "s_squared": 8.796,
  "species": ["Ir", "C", "O", "C", "C", "C", "C", "C", "C", "N", "N", "C", "O", "C", "C", "C", "C", "C", "C", "C", "O", "H", "H", "H", "H", "H", "H", "H", "H", "H", "H", "H", "H", "C", "S", "O", "O", "O", "H", "H", "H", "S", "C", "N", "C", "C", "C", "C", "H", "H", "H", "H", "H"],
  "coordinates": [[-0.114394, 0.350734, 0.416649], [-2.906477, 4.011715, 0.476474], [-3.884242, 3.441651, 1.374608], [-3.951324, 2.175488, 1.745836], [-4.972187, 1.874626, 2.671916], [-5.137476, 0.596901, 3.134349], [-4.286610, -0.434038, 2.698266], [-3.248447, -0.203232, 1.815408], [-2.484685, -1.335009, 1.387811], [-1.385654, -1.332850, 0.674779], [-0.981084, -2.563907, 0.284001], [0.182290, -2.507968, -0.344072], [0.827056, -1.406600, -0.423375], [0.686257, -3.746891, -0.949858], [-0.028701, -4.932184, -0.820076], [0.447315, -6.088940, -1.411307], [1.630645, -6.064553, -2.133847], [2.347261, -4.883351, -2.264093], [1.878342, -3.723742, -1.672078], [-3.054432, 1.123888, 1.276075], [-2.172417, 1.399055, 0.411056], [-3.173021, 5.064923, 0.475009], [-3.013639, 3.569049, -0.508710], [-1.908398, 3.837384, 0.876054], [-5.606862, 2.691902, 2.981858], [-5.928295, 0.362361, 3.830384], [-4.456038, -1.436732, 3.062422], [-2.851452, -2.322232, 1.647104], [-0.950871, -4.945346, -0.259109], [-0.105552, -7.011357, -1.311308], [1.997162, -6.968200, -2.599844], [3.268956, -4.868385, -2.826281], [2.425434, -2.796704, -1.763644], [2.247013, 2.624420, 3.206886], [1.751933, 2.186498, 1.572421], [1.885732, 0.695841, 1.461080], [2.552002, 2.922525, 0.634647], [0.283851, 2.414881, 1.466757], [3.289111, 2.347308, 3.319321], [1.633930, 2.104889, 3.931423], [2.139165, 3.699488, 3.308511], [-0.002257, 1.394617, -1.759025], [1.665093, 1.480791, -2.152601], [2.005771, 2.403089, -3.083633], [3.261772, 2.623360, -3.522182], [4.294452, 1.877461, -3.026786], [3.996264, 0.903023, -2.064720], [2.710649, 0.700361, -1.631977], [1.255250, 2.977474, -3.449535], [3.366710, 3.408984, -4.254721], [5.300650, 2.046742, -3.373007], [4.791203, 0.301907, -1.647864], [2.483243, -0.041113, -0.887448]],
  "forces_ev_per_a": [[0.2, 0.2, -0.3], [0.0, -0.1, 0.2], [-0.2, -0.7, 0.3], [0.0, 0.4, -0.1], [0.0, -0.1, 0.0], [-0.1, 0.5, 0.0], [0.4, 0.0, -0.3], [-0.4, 0.4, 0.2], [0.9, -0.3, -0.6], [-1.0, 0.0, 0.7], [0.3, -0.4, -0.3], [-1.0, 0.2, 0.8], [0.7, 0.2, -0.3], [0.3, 0.1, -0.1], [0.0, -0.2, 0.0], [0.0, 0.0, 0.0], [0.1, 0.0, 0.0], [0.0, 0.0, 0.0], [-0.1, 0.0, 0.1], [0.3, 0.0, -0.3], [-0.3, -0.1, 0.4], [0.2, 0.0, -0.1], [0.1, 0.0, 0.0], [0.0, 0.1, -0.1], [-0.1, 0.0, 0.1], [-0.1, 0.1, 0.0], [0.0, -0.1, 0.0], [-0.1, 0.0, 0.0], [0.0, 0.0, 0.0], [0.0, 0.0, 0.0], [0.0, 0.0, 0.0], [0.1, 0.0, 0.0], [0.0, 0.1, 0.0], [0.0, 0.0, -0.2], [0.2, 0.0, 0.1], [0.0, 0.0, -0.1], [-0.1, 0.0, 0.1], [-0.2, 0.0, 0.0], [0.1, 0.0, 0.0], [-0.1, -0.1, 0.0], [0.0, 0.1, 0.0], [-0.3, 0.1, 0.2], [0.5, -0.2, -0.1], [-0.1, 0.0, 0.1], [0.2, -0.1, 0.1], [-0.2, 0.1, -0.1], [0.0, 0.1, -0.1], [-0.2, 0.2, -0.1], [0.0, 0.0, 0.0], [0.1, 0.0, 0.0], [0.0, 0.0, 0.0], [0.1, 0.0, 0.0], [0.0, -0.1, 0.0]]
}

---

Entry 4:
{
  "formula": "C21H20N3SSbSe4Ti",
  "method": "ωB97M-V with the def2-TZVPD basis set",
  "homo_lumo_gap_ev": [6.6, 6.0],
  "spin_multiplicity": 3,
  "molar_mass_g_mol": 831.946,
  "s_squared": 2.017,
  "species": ["Ti", "C", "C", "C", "C", "C", "C", "C", "H", "H", "H", "H", "H", "H", "H", "H", "S", "C", "C", "C", "C", "C", "C", "C", "C", "C", "N", "H", "H", "H", "H", "H", "H", "N", "C", "C", "C", "C", "C", "N", "H", "H", "H", "H", "H", "H", "Se", "Sb", "Se", "Se", "Se"],
  "coordinates": [[-0.527899, 0.157870, 0.303247], [3.410523, 1.821583, -1.640231], [2.763731, 1.999824, -0.296240], [2.519265, 0.910145, 0.535530], [1.880511, 1.070564, 1.764459], [1.505300, 2.342150, 2.190345], [1.763687, 3.434297, 1.377182], [2.376077, 3.260754, 0.145886], [2.784349, 2.255301, -2.422672], [3.555266, 0.765666, -1.869699], [4.384007, 2.313865, -1.673309], [2.851225, -0.071444, 0.222359], [1.737523, 0.204764, 2.406989], [1.032001, 2.491316, 3.152585], [1.464044, 4.424333, 1.693640], [2.539614, 4.117801, -0.496492], [-4.387932, -2.321441, 0.366617], [-3.966417, -2.175746, -1.284920], [-2.807918, -1.482158, -1.470043], [-2.222768, -1.022136, -0.253874], [-2.984151, -1.419620, 0.816653], [-2.612163, -1.066811, 2.173616], [-3.278868, -1.496599, 3.320128], [-2.832349, -1.089625, 4.558992], [-1.715124, -0.265293, 4.647857], [-1.088307, 0.099893, 3.477208], [-1.505667, -0.288569, 2.265234], [-4.608542, -2.606541, -2.037464], [-2.404780, -1.273977, -2.451493], [-4.142827, -2.138977, 3.220174], [-3.347777, -1.410956, 5.454586], [-1.338227, 0.082979, 5.597902], [-0.215802, 0.737756, 3.496464], [0.689229, -0.156291, -2.803040], [1.015032, -1.238543, -2.097624], [1.629190, -2.360385, -2.707433], [1.977876, -3.435598, -1.943598], [1.727859, -3.430524, -0.561234], [1.120850, -2.323648, -0.043566], [0.760780, -1.245524, -0.773193], [0.816425, -0.112687, -3.798918], [0.261379, 0.655598, -2.371082], [1.813169, -2.343923, -3.772780], [2.447955, -4.292586, -2.408149], [1.990615, -4.264557, 0.070788], [0.885799, -2.269935, 1.017517], [-2.402714, 1.143338, -4.348176], [-1.628480, 3.150470, -3.090015], [-3.148864, 4.910403, -2.699040], [0.467363, 3.053836, -4.264887], [-1.003050, 2.199609, -0.696792]],
  "forces_ev_per_a": [[-0.2, -0.5, -0.2], [0.0, 0.0, 0.0], [0.0, 0.0, 0.0], [0.0, 0.0, 0.0], [-0.1, -0.1, -0.1], [0.0, 0.0, 0.0], [0.0, 0.0, 0.0], [0.0, 0.0, 0.0], [0.0, 0.0, 0.0], [0.0, 0.0, 0.0], [0.0, 0.0, 0.0], [0.0, 0.0, 0.0], [0.0, 0.0, 0.0], [0.0, 0.0, 0.0], [0.0, 0.0, 0.0], [0.0, 0.0, 0.0], [0.0, 0.0, 0.1], [0.0, 0.0, 0.0], [0.0, 0.0, 0.0], [0.3, 0.2, 0.0], [0.0, 0.0, 0.0], [0.1, -0.1, -0.1], [-0.1, 0.1, 0.0], [0.0, 0.0, 0.0], [0.0, 0.0, 0.0], [0.0, 0.0, 0.0], [0.1, 0.0, 0.0], [0.0, 0.0, 0.0], [0.0, 0.0, 0.0], [0.0, 0.0, 0.0], [0.0, 0.0, 0.0], [0.0, 0.0, 0.0], [0.0, 0.0, 0.0], [0.0, 0.0, 0.0], [0.0, -0.1, 0.1], [0.0, 0.0, 0.0], [0.0, 0.0, 0.0], [0.0, 0.0, 0.0], [-0.1, 0.0, 0.0], [-0.2, 0.0, 0.1], [0.0, 0.0, 0.0], [0.0, 0.0, 0.0], [0.0, 0.0, 0.0], [0.0, 0.0, 0.0], [0.0, 0.0, 0.0], [0.0, 0.0, 0.0], [0.2, 0.2, 0.1], [-0.3, -0.4, 0.0], [0.1, 0.0, 0.0], [0.1, 0.0, -0.1], [-0.1, 0.5, 0.0]]
}